C3H8ClNOS | wB97M-V/def2-TZVPD

Summary:
Spin multiplicity: 1
HOMO, Eh: -0.359
ΔE to the lowest compared entry with this formula, charge and spin, kcal per mole: 33.4
Gap between HOMO and LUMO, eV: 9.57

```
15
C3H8ClNOS, DFT wB97M-V/def2-TZVPD
C -1.703 -2.056 -0.328
C 0.569 0.646 1.709
C 1.632 1.001 -0.427
N 0.528 0.910 0.499
O 0.432 -1.714 -1.726
S -1.049 -1.745 -1.778
Cl -2.133 1.817 -0.639
H -1.186 -2.195 0.681
H -2.727 -2.107 -0.252
H -0.921 1.336 -0.152
H -0.416 0.527 2.072
H 1.547 0.516 2.200
H 1.828 2.068 -0.420
H 2.324 0.354 -0.106
H 1.277 0.642 -1.334
```

Atom charges from the Löwdin analysis, given in e for atoms 1 to 6: -0.32, -0.02, -0.07, -0.16, -0.59, 0.86